1.
25
Properties=species:S:1:pos:R:3 method="wB97M-V/def2-TZVPD" lumo_energy_ev="-3.752 / -9.382" s2=0.7546 charge=+1 spin_multiplicity=2
O 2.118 -1.719 1.196
O -0.285 -4.482 -2.133
N -0.237 -0.649 -1.182
C 0.042 1.826 0.531
C -0.425 3.094 -0.156
C -1.398 -0.006 -0.664
C -1.058 0.756 0.652
C 0.580 2.186 1.917
H -2.285 -0.639 -0.594
H -1.182 3.695 0.340
H 1.659 2.313 1.952
H 0.502 0.010 -1.471
H 0.402 1.400 2.663
H -0.829 3.019 -1.176
H 0.061 -3.744 -1.639
H 2.850 -1.102 1.136
H 0.497 3.674 -0.244
H -1.709 0.741 -1.401
H 0.887 1.421 -0.050
H 0.457 -5.052 -2.376
H 0.020 3.018 2.342
H -0.883 0.095 1.503
H -1.989 1.237 0.985
H 0.202 -1.142 -0.387
H 1.649 -1.494 0.410

2.
53
Properties=species:S:1:pos:R:3 method="wB97M-V/def2-TZVPD" lumo_energy_ev=0.097 smiles="Cc1c(/C=N/NC(=O)CNc2ccccc2)c2ccccn2c1C(=O)c1ccc(Cl)cc1"
Cl -4.745 -5.393 0.329
O 3.227 2.675 0.231
O -5.434 1.149 -0.576
N 5.012 -0.168 -1.141
N 1.168 0.713 -0.617
N -3.006 2.512 0.167
N 2.524 0.706 -0.703
C -5.324 -3.071 -0.913
C 4.893 1.168 -0.607
C -2.320 5.048 0.971
C -4.417 -0.946 -0.232
C 5.722 -2.439 -0.813
C 4.763 -2.410 1.776
C 4.661 -1.271 0.998
C -4.392 0.538 -0.375
C 0.522 1.746 -0.224
C 5.813 -3.572 -0.030
C -1.809 0.706 -0.441
C -3.839 -2.940 0.985
C -1.674 2.863 0.248
C -3.986 3.390 0.477
C -1.405 -0.615 -0.985
C -5.228 -1.702 -1.073
C 5.337 -3.563 1.271
C -3.107 1.187 -0.216
C 5.147 -1.272 -0.309
C -0.907 1.744 -0.145
C 3.451 1.608 -0.304
C -1.330 4.155 0.660
C -3.668 4.653 0.878
C -3.735 -1.574 0.807
C -4.626 -3.683 0.116
H 5.412 -4.448 1.884
H -3.134 -0.989 1.486
H 6.263 -4.466 -0.437
H 5.469 1.297 0.319
H -0.591 -0.466 -1.689
H -4.455 5.349 1.117
H 5.554 -0.238 -1.990
H -2.234 -1.119 -1.473
H 5.283 1.887 -1.332
H -3.318 -3.430 1.792
H 4.386 -2.393 2.788
H 6.099 -2.448 -1.826
H -5.001 3.039 0.375
H -5.941 -3.660 -1.573
H -1.024 -1.254 -0.190
H -0.288 4.425 0.726
H 4.200 -0.386 1.407
H -5.778 -1.203 -1.857
H -2.077 6.051 1.286
H 1.011 2.670 0.071
H 2.879 -0.161 -1.093

3.
13
Properties=species:S:1:pos:R:3 method="wB97M-V/def2-TZVPD" lumo_energy_ev=0.860 smiles=Nc1c[nH]c(O)c1
O -1.786 -1.998 0.255
N -0.495 -0.131 1.494
N 1.549 1.161 -1.189
C -1.164 -0.749 0.321
C 0.578 0.556 -0.368
C -0.496 -0.268 -0.774
C 0.514 0.676 0.987
H -0.681 0.106 2.480
H 1.806 0.545 -1.951
H 1.095 1.385 1.575
H -2.490 -2.102 -0.408
H 2.388 1.337 -0.647
H -0.819 -0.517 -1.776

4.
11
Properties=species:S:1:pos:R:3 method="wB97M-V/def2-TZVPD" lumo_energy_ev="2.946 / 2.945" charge=-1
P -0.595 0.120 0.177
O 0.372 0.182 -1.039
O -1.485 1.251 0.346
O 3.346 2.589 -0.182
N 2.998 1.381 -0.552
C -1.508 -1.440 0.079
H -0.060 -0.051 1.439
H -2.393 -1.287 -0.652
H -1.879 -1.747 1.106
H 2.006 1.198 -0.555
H -0.802 -2.195 -0.167

5.
99
Properties=species:S:1:pos:R:3 method="wB97M-V/def2-TZVPD" lumo_energy_ev=-0.637
Te 3.048 0.656 -3.639
Sc 1.613 -0.239 -1.049
Cl -0.945 -0.395 -5.199
Cl -2.309 1.706 -3.737
P 2.213 -3.912 0.509
P -0.795 1.436 0.584
F 4.350 -0.208 -4.746
F 3.542 2.330 -4.385
F 4.752 1.018 -2.785
F 2.145 0.466 -5.342
F 2.799 1.254 -1.481
O 0.130 0.284 -2.417
O 2.421 -0.869 -2.971
O 1.317 1.833 -3.504
N 0.654 -2.401 -1.309
N 4.893 -3.182 0.130
N 1.967 -1.556 2.034
N -2.229 0.648 0.138
N -0.895 2.966 -0.134
N 0.471 0.601 0.344
N 3.480 -1.617 -0.516
N 0.601 -3.159 2.691
N 0.537 -4.578 -1.640
N -1.107 1.885 2.206
C -0.736 3.534 3.960
C 1.077 -3.586 -0.887
C -1.291 1.126 4.556
C 0.698 -6.005 -1.447
C 0.291 1.077 -3.343
C 5.408 -4.411 0.696
C 0.280 3.495 -0.826
C -1.371 2.588 5.007
C -3.564 1.219 0.220
C -3.081 -1.405 -0.896
C -0.183 -2.647 -2.361
C 5.636 -2.095 -0.229
C 4.750 -1.136 -0.628
C 0.442 -2.118 3.564
C -4.472 0.652 -0.870
C 3.589 -2.855 -0.056
C -1.081 5.447 -1.603
C -0.267 -3.989 -2.575
C -0.102 2.737 2.825
C -0.161 -4.386 2.683
C 1.295 -1.140 3.142
C -0.776 1.197 -4.440
C -0.140 4.322 -2.037
C -1.719 4.059 0.364
C -2.256 4.865 -0.817
C -4.509 -0.872 -0.799
C 1.526 -2.768 1.766
C -1.788 0.970 3.122
C -2.245 -0.809 0.234
H -5.476 1.068 -0.752
H -2.692 -1.132 1.192
H -0.284 -4.759 3.698
H -4.014 0.999 1.201
H -0.247 -2.174 4.389
H -1.503 4.190 3.544
H -1.114 4.734 0.991
H 0.750 2.161 3.209
H -2.839 4.202 -1.463
H 4.963 -0.143 -0.988
H -3.494 2.298 0.105
H 0.406 -6.525 -2.355
H -0.871 2.693 5.971
H 6.484 -4.445 0.552
H 0.025 4.168 4.419
H 0.862 4.144 -0.151
H -3.066 -2.497 -0.838
H -5.129 -1.278 -1.601
H 1.735 -6.243 -1.222
H -2.865 1.188 3.115
H -0.471 1.902 -5.203
H 0.919 2.664 -1.110
H 0.073 -6.352 -0.624
H 0.748 4.726 -2.528
H 0.365 -5.134 2.090
H 6.711 -2.093 -0.190
H -2.911 5.662 -0.455
H -2.420 2.850 5.159
H -0.260 0.773 4.636
H -0.807 -4.561 -3.308
H 1.482 -0.165 3.556
H -1.904 0.499 5.207
H -1.149 -4.223 2.248
H -2.520 3.669 0.988
H -0.660 3.679 -2.748
H -2.644 -1.100 -1.850
H 0.296 3.408 2.063
H -1.439 6.002 -2.473
H -4.948 -1.182 0.156
H -0.534 6.146 -0.961
H -0.661 -1.853 -2.902
H 4.958 -5.275 0.210
H -4.087 0.956 -1.842
H 5.197 -4.457 1.765
H -1.213 -1.153 0.186
H -1.658 -0.069 2.801

6.
31
Properties=species:S:1:pos:R:3 method="wB97M-V/def2-TZVPD" lumo_energy_ev="1.068 / 0.127" s2=0.7679 spin_multiplicity=2
C 1.109 -0.280 1.606
C -3.196 1.419 -3.159
C 2.233 1.554 0.418
C 0.223 -2.149 3.126
C -0.730 1.277 -2.226
C -1.878 1.994 -2.695
C 1.218 0.401 0.178
C -0.048 0.865 -0.584
C 0.237 -1.537 1.719
C 0.686 -2.576 0.711
H -1.818 3.086 -2.833
H -0.450 -3.020 3.233
H -3.937 2.217 -3.315
H 1.216 -2.502 3.438
H 0.806 0.401 2.417
H 1.722 -2.884 0.920
H 1.818 2.303 1.106
H -0.103 -1.440 3.894
H 3.204 1.228 0.832
H 0.237 1.763 -2.518
H -0.787 -1.246 1.521
H 0.664 -2.147 -0.296
H -3.195 0.893 -4.123
H -0.851 0.195 -2.283
H 2.111 -0.632 1.936
H -0.810 0.126 -0.309
H -3.594 0.711 -2.419
H 1.778 -0.372 -0.372
H 0.059 -3.482 0.699
H 2.419 2.033 -0.546
H -0.342 1.802 -0.073